# 1
{
  "formula": "C3H8NOP",
  "method": "wB97M-V/def2-TZVPD",
  "species": ["C", "C", "C", "N", "O", "P", "H", "H", "H", "H", "H", "H", "H", "H"],
  "coordinates": [[0.227, 2.386, -0.226], [1.317, 0.037, 0.360], [-1.621, -1.496, -0.306], [0.036, 0.722, 0.190], [-2.473, 1.040, 0.121], [-1.451, 0.122, 0.642], [1.019, 2.956, 0.095], [-0.579, 2.809, -0.677], [2.028, 0.419, 1.240], [0.934, -0.921, 0.636], [1.759, 0.127, -0.533], [-1.705, -1.222, -1.418], [-0.827, -2.185, -0.058], [-2.581, -1.738, -0.194]],
  "mulliken_charge": [-0.680, -0.789, -0.924, 0.110, -0.569, 0.330, 0.350, 0.367, 0.229, 0.253, 0.374, 0.262, 0.327, 0.359],
  "energy_ev": -16062.8219,
  "de_lowest_kcal_mol": 97.6,
  "homo_ev": [-7.9612, -8.5597],
  "max_force_ha_per_bohr": 0.1362
}

# 2
{
  "formula": "C3H8NP",
  "method": "wB97M-V/def2-TZVPD",
  "species": ["C", "C", "C", "N", "P", "H", "H", "H", "H", "H", "H", "H", "H"],
  "coordinates": [[-0.197, 0.084, -0.120], [-0.896, -1.223, -0.173], [-0.508, 1.071, 0.960], [3.394, -0.099, -0.756], [1.871, 0.114, -0.187], [-1.921, -1.303, 0.304], [-0.414, -1.913, 0.539], [-0.923, -1.687, -1.200], [-1.338, 1.536, 0.545], [0.365, 1.639, 1.056], [-0.874, 0.765, 1.957], [3.614, -1.052, -0.412], [1.715, 1.402, -0.466]],
  "mulliken_charge": [0.344, -1.032, -1.207, -0.611, 0.320, 0.335, 0.300, 0.275, 0.348, 0.415, 0.292, 0.241, -0.020],
  "energy_ev": -14014.9168,
  "de_lowest_kcal_mol": 88.9,
  "homo_ev": [-8.0362, -7.9159],
  "max_force_ha_per_bohr": 0.0585
}

# 3
{
  "formula": "C3H8NPS2",
  "method": "wB97M-V/def2-TZVPD",
  "species": ["C", "C", "C", "N", "P", "S", "S", "H", "H", "H", "H", "H", "H", "H", "H"],
  "coordinates": [[-0.900, -1.108, 1.263], [1.838, -0.257, -0.684], [0.062, 1.961, -0.026], [-1.888, -1.660, 0.621], [0.065, 0.184, -0.531], [-0.333, -1.106, 2.751], [-0.991, -0.178, -2.129], [2.274, 0.289, -1.526], [2.360, -0.010, 0.237], [1.913, -1.324, -0.881], [-0.451, 2.065, 0.930], [1.083, 2.327, 0.071], [-0.476, 2.529, -0.783], [-1.991, -1.449, -0.379], [-2.563, -2.263, 1.067]],
  "mulliken_charge": [0.255, -1.031, -0.924, -0.270, 0.538, -0.297, -0.511, 0.353, 0.369, 0.313, 0.309, 0.336, 0.299, 0.034, 0.226],
  "energy_ev": -35690.1055,
  "de_lowest_kcal_mol": 1.1,
  "homo_ev": -7.8489,
  "max_force_ha_per_bohr": 0.0583
}

# 4
{
  "formula": "C3H8NS",
  "method": "wB97M-V/def2-TZVPD",
  "species": ["C", "S", "H", "H", "H", "C", "C", "N", "H", "H", "H", "H", "H"],
  "coordinates": [[0.509, -0.801, 2.830], [1.074, -1.915, 4.190], [-0.535, -0.592, 2.942], [1.070, 0.170, 3.105], [0.843, -1.475, 2.067], [0.645, 0.480, -2.430], [-0.179, 0.606, -1.416], [-1.502, 0.478, -1.696], [0.464, 0.387, -3.377], [1.700, 0.427, -2.385], [-0.082, 0.852, -0.268], [-1.757, 0.800, -2.676], [-2.252, 0.583, -0.886]],
  "mulliken_charge": [-0.706, -0.783, 0.198, 0.145, 0.146, -1.106, 0.378, -0.477, 0.297, 0.280, 0.187, 0.198, 0.244],
  "energy_ev": -15564.0596,
  "charge": -1,
  "de_lowest_kcal_mol": 68.8,
  "homo_ev": -1.8730,
  "max_force_ha_per_bohr": 0.1140
}

Number 4 is which compound? C3H8NS

Please write out number 3 again, unchanged.
{
  "formula": "C3H8NPS2",
  "method": "wB97M-V/def2-TZVPD",
  "species": ["C", "C", "C", "N", "P", "S", "S", "H", "H", "H", "H", "H", "H", "H", "H"],
  "coordinates": [[-0.900, -1.108, 1.263], [1.838, -0.257, -0.684], [0.062, 1.961, -0.026], [-1.888, -1.660, 0.621], [0.065, 0.184, -0.531], [-0.333, -1.106, 2.751], [-0.991, -0.178, -2.129], [2.274, 0.289, -1.526], [2.360, -0.010, 0.237], [1.913, -1.324, -0.881], [-0.451, 2.065, 0.930], [1.083, 2.327, 0.071], [-0.476, 2.529, -0.783], [-1.991, -1.449, -0.379], [-2.563, -2.263, 1.067]],
  "mulliken_charge": [0.255, -1.031, -0.924, -0.270, 0.538, -0.297, -0.511, 0.353, 0.369, 0.313, 0.309, 0.336, 0.299, 0.034, 0.226],
  "energy_ev": -35690.1055,
  "de_lowest_kcal_mol": 1.1,
  "homo_ev": -7.8489,
  "max_force_ha_per_bohr": 0.0583
}

What did the fourth record say?
{
  "formula": "C3H8NS",
  "method": "wB97M-V/def2-TZVPD",
  "species": ["C", "S", "H", "H", "H", "C", "C", "N", "H", "H", "H", "H", "H"],
  "coordinates": [[0.509, -0.801, 2.830], [1.074, -1.915, 4.190], [-0.535, -0.592, 2.942], [1.070, 0.170, 3.105], [0.843, -1.475, 2.067], [0.645, 0.480, -2.430], [-0.179, 0.606, -1.416], [-1.502, 0.478, -1.696], [0.464, 0.387, -3.377], [1.700, 0.427, -2.385], [-0.082, 0.852, -0.268], [-1.757, 0.800, -2.676], [-2.252, 0.583, -0.886]],
  "mulliken_charge": [-0.706, -0.783, 0.198, 0.145, 0.146, -1.106, 0.378, -0.477, 0.297, 0.280, 0.187, 0.198, 0.244],
  "energy_ev": -15564.0596,
  "charge": -1,
  "de_lowest_kcal_mol": 68.8,
  "homo_ev": -1.8730,
  "max_force_ha_per_bohr": 0.1140
}